This record from the Open Molecules 2025 dataset describes 2 unconnected molecules or ions with the total composition C4H7N3O in a non-equilibrium geometry. The level of theory is the ωB97M-V functional and the def2-TZVPD basis.

Values from the calculation:
- calculated total energy (eV) = -10775.060
- SMILES = [H]/N=C\C=N/[H].CN=C=O
- gap between HOMO and LUMO (eV) = 8.83
- HOMO energy (eV) = -8.80
- relative energy (zero: lowest compared OMol25 entry of this formula, charge and spin) (eV) = 4.687

The geometry in XYZ format:
```
15
Properties=species:S:1:pos:R:3:forces:R:3
C -2.11170 1.11340 0.71884 -0.4 0.9 0.2
N -0.78657 0.63742 0.36266 2.1 1.3 -0.6
C 0.23244 1.33339 0.26292 -3.2 0.1 1.6
C 0.27338 -1.40309 -0.44151 3.6 -2.5 -1.1
C 1.67489 -0.67108 -0.48836 -1.7 -0.1 0.1
N 0.24964 -2.54008 0.17304 -1.4 1.3 0.1
N 2.18325 -0.19289 -1.54503 0.7 1.5 2.1
O 1.13807 2.05847 0.34146 0.4 -0.4 -0.6
H 0.75160 -2.58775 1.05826 0.5 0.3 -0.1
H 1.68042 0.61034 -1.92600 -0.7 -1.3 -1.5
H -0.04500 -1.51170 -1.48085 -1.1 0.8 0.1
H 2.18092 -0.67528 0.48623 0.7 -1.1 -0.3
H -2.51343 0.53899 1.55154 0.0 -0.4 -0.4
H -2.77851 1.14324 -0.14369 0.0 -0.6 0.0
H -2.12941 2.14663 1.07049 0.4 0.1 0.1
```
Forces are in eV/Å.



This record from the Open Molecules 2025 dataset describes 2 unconnected molecules or ions with the total composition C4H13N2OS. The level of theory is the ωB97M-V functional and the def2-TZVPD basis.

Values from the calculation:
- calculated total energy (eV) = -20214.797
- gap between HOMO and LUMO (eV) = 9.94
- HOMO energy (eV) = -13.30
- relative energy (zero: lowest compared OMol25 entry of this formula, charge and spin) (eV) = 1.266
- total charge = +1

The geometry in XYZ format:
```
21
Properties=species:S:1:pos:R:3:forces:R:3
O -1.21568 3.33920 -0.98055 0.0 0.1 -0.2
C -1.17866 2.77232 0.07455 0.1 -0.1 0.0
C -0.23241 1.60621 0.27835 0.3 -0.1 -0.2
N 0.50798 1.40030 -1.01706 0.0 0.3 0.2
H -1.79249 3.07335 0.93187 -0.1 -0.1 0.1
H 0.49847 1.84629 1.05184 0.0 0.0 0.0
H -0.74318 0.68046 0.55974 -0.1 0.0 0.1
H 1.33138 0.77654 -0.95844 -0.3 -0.2 0.1
H -0.12147 1.01044 -1.71925 0.0 0.0 -0.1
H 0.80014 2.31787 -1.36689 -0.1 0.0 -0.1
C 0.47767 -1.59821 0.96764 0.1 0.1 0.0
C 0.19944 -1.92993 -0.48609 0.2 0.1 -0.1
S 1.72408 -1.68001 -1.46038 0.0 0.2 0.0
N -0.78560 -1.34946 1.66223 0.1 -0.3 0.1
H 1.10728 -2.37827 1.40345 -0.1 -0.1 0.1
H 1.07772 -0.68390 1.01867 0.0 0.0 0.0
H -0.12995 -2.95820 -0.58883 -0.1 -0.1 -0.1
H -0.57812 -1.27615 -0.87904 -0.1 0.0 0.0
H 1.11383 -1.46904 -2.63446 0.1 -0.2 -0.1
H -1.42615 -2.11572 1.47779 -0.1 0.0 0.0
H -0.63431 -1.38409 2.66484 0.0 0.2 0.0
```
Forces are in eV/Å.



This record from the Open Molecules 2025 dataset describes a single C5H12N2O molecule in a non-equilibrium geometry. The level of theory is the ωB97M-V functional and the def2-TZVPD basis.

Values from the calculation:
- calculated total energy (eV) = -10404.422
- SMILES = CN/C=C(\C)N(C)O
- gap between HOMO and LUMO (eV) = 7.89
- HOMO energy (eV) = -6.96
- relative energy (zero: lowest compared OMol25 entry of this formula, charge and spin) (eV) = 4.002

The geometry in XYZ format:
```
20
Properties=species:S:1:pos:R:3:forces:R:3
C -1.05746 1.68988 -1.71237 0.1 -0.7 0.4
C -0.88267 -1.00006 2.81038 0.0 0.1 -0.1
C 1.97719 -0.35842 -0.44263 -0.1 0.3 0.1
N 0.14363 0.88250 -1.58650 1.1 1.0 1.2
N -0.03292 -0.92363 1.64374 0.1 -1.0 0.2
C 0.53789 0.07924 -0.41937 -0.9 0.8 -3.2
C -0.39474 -0.31627 0.44610 0.5 0.6 1.7
O 0.54762 0.37934 -2.83753 -0.4 -0.9 0.4
H 0.08814 -0.48023 -2.89355 0.2 0.2 -0.3
H 0.90527 -1.29751 1.74967 -0.5 0.3 -0.2
H -1.40745 0.07653 0.43798 0.0 -0.3 -0.3
H -1.16897 2.34115 -0.83880 0.1 -0.2 -0.1
H -1.95320 1.06030 -1.79753 -0.3 0.1 0.0
H -1.00607 2.32819 -2.60227 0.3 -0.3 0.2
H -1.92989 -1.14907 2.52753 0.1 0.0 0.0
H -0.60014 -1.83924 3.45254 0.0 0.0 -0.2
H -0.81892 -0.09321 3.41867 -0.1 0.1 0.1
H 2.45237 -0.18342 0.52845 0.0 -0.1 0.0
H 2.05871 -1.41773 -0.70331 0.1 0.0 0.1
H 2.54159 0.22165 -1.18120 -0.3 -0.2 0.1
```
Forces are in eV/Å.



This record from the Open Molecules 2025 dataset describes a single C4H10N2S2 molecule in a non-equilibrium geometry. The level of theory is the ωB97M-V functional and the def2-TZVPD basis.

Values from the calculation:
- calculated total energy (eV) = -28958.724
- SMILES = CN(C)N(C)C(=S)S
- gap between HOMO and LUMO (eV) = 8.88
- HOMO energy (eV) = -8.27
- relative energy (zero: lowest compared OMol25 entry of this formula, charge and spin) (eV) = 2.279

The geometry in XYZ format:
```
18
Properties=species:S:1:pos:R:3:forces:R:3
C -1.89552 0.10250 0.28779 0.9 -1.3 -0.9
C -0.16335 -1.71069 -0.08198 -3.8 -0.6 1.0
C 1.20022 0.51328 -1.19256 -0.5 0.3 -0.7
C 1.22191 0.71923 1.24222 1.4 -0.8 -1.0
N -0.63125 -0.25950 -0.02295 1.8 -3.1 0.9
N 0.44081 0.61251 0.06043 -1.2 1.1 -2.8
S -3.05497 -1.05758 0.51544 -0.1 0.7 0.1
S -1.99691 1.82721 0.13481 -1.6 1.1 -0.5
H -0.24395 -2.16683 0.95262 0.2 0.5 -1.1
H -0.88679 -2.32314 -0.74024 1.2 1.1 1.0
H 0.81467 -1.77923 -0.46739 1.0 0.1 -0.2
H 0.56538 0.68802 -2.07514 -0.3 -0.1 0.6
H 1.91742 1.30014 -1.28790 0.7 0.5 0.4
H 1.69194 -0.44957 -1.41542 0.1 0.3 0.5
H 1.69864 1.70577 1.15238 0.4 -0.6 0.3
H 0.67482 0.69664 2.13910 -1.1 0.0 1.0
H 1.89846 -0.16225 1.23189 0.5 0.7 0.6
H -3.25151 1.74347 -0.43310 0.6 0.2 0.8
```
Forces are in eV/Å.



This record from the Open Molecules 2025 dataset describes a single C10H22NO3P molecule in a non-equilibrium geometry. The level of theory is the ωB97M-V functional and the def2-TZVPD basis.

Values from the calculation:
- calculated total energy (eV) = -27649.982
- SMILES = CCN(CC)[P@]1(=O)OC(C)(C)C[C@]1(C)O
- gap between HOMO and LUMO (eV) = 9.43
- HOMO energy (eV) = -8.76
- relative energy (zero: lowest compared OMol25 entry of this formula, charge and spin) (eV) = 0.000

The geometry in XYZ format:
```
37
Properties=species:S:1:pos:R:3:forces:R:3
O 2.47207 -0.24966 -0.31687 -1.6 -0.2 -0.1
O -0.88609 -1.60772 1.38530 0.9 0.9 0.4
O 0.22348 -0.03203 -1.63338 -0.3 -0.5 1.7
N 0.62629 1.23240 0.82880 -0.6 -3.7 -1.0
C 1.41858 2.81750 2.54472 -0.1 -0.7 0.3
C -1.04321 2.69552 -0.11070 -0.4 0.2 -0.4
C -0.51300 -1.60083 -3.28734 0.2 0.3 1.1
C -2.12862 -0.77826 -1.52557 0.4 1.2 -0.9
C 1.25378 -2.66959 1.13723 1.1 -0.2 -0.6
C 1.75923 2.06630 1.25157 -0.8 0.3 0.6
C -0.78951 1.66613 0.93959 1.8 1.2 0.2
C -0.27507 -2.31017 -0.84927 0.1 0.1 -0.2
C -0.66681 -1.15169 -1.81004 -1.3 -1.3 -1.2
C 0.24761 -1.72930 0.45935 -0.6 -0.8 0.9
P 0.97951 -0.16717 -0.19510 2.6 2.9 1.7
H -0.54262 -1.31737 2.27718 -0.4 -0.4 -1.5
H 1.03355 2.11030 3.30837 0.4 0.3 -0.3
H 0.63252 3.53377 2.38199 -0.3 0.4 -0.1
H 2.26737 3.36170 2.96371 0.1 -0.2 -0.2
H -0.29514 3.48188 -0.01744 -0.2 0.3 -0.1
H -0.98518 2.27183 -1.11534 0.0 0.0 0.1
H -2.04716 3.05347 0.07005 -0.3 0.6 -0.3
H 0.53075 -1.85142 -3.45336 0.1 0.1 -0.2
H -1.10265 -2.48421 -3.47111 -0.3 -0.4 0.0
H -0.84672 -0.82611 -3.96756 0.1 0.2 -0.1
H -2.31968 -0.70467 -0.46948 -0.1 0.2 0.5
H -2.36050 0.18365 -2.04538 0.1 -0.6 0.5
H -2.79808 -1.53142 -1.92053 0.0 -0.3 -0.1
H 0.78308 -3.57678 1.51711 -0.5 0.2 -0.1
H 1.81082 -2.22809 1.96300 -0.2 0.3 0.1
H 2.03360 -3.02505 0.44057 -0.3 0.4 0.1
H 1.96757 2.76053 0.45256 0.5 0.5 -0.2
H 2.63918 1.45579 1.42993 -0.1 -0.2 -0.3
H -0.97087 2.14395 1.91281 0.2 -0.4 0.0
H -1.49575 0.87458 0.85587 -0.1 -1.0 0.0
H -1.11525 -2.96223 -0.59453 0.0 0.1 -0.3
H 0.50291 -2.90557 -1.33669 0.0 0.0 0.2
```
Forces are in eV/Å.



This record from the Open Molecules 2025 dataset describes a molecular structure, C38H39DyNOP2Si in a non-equilibrium geometry. The level of theory is the ωB97M-V functional and the def2-TZVPD basis.

Values from the calculation:
- calculated total energy (eV) = -94108.639
- expectation value of S² = 9.38
- multiplicity = 6
- gap between HOMO and LUMO (alpha / beta) (eV) = 5.20 / 5.35
- HOMO energy (alpha / beta) (eV) = -8.16 / -8.23
- total charge = +1

The geometry in XYZ format:
```
83
Properties=species:S:1:pos:R:3:forces:R:3
C 3.92187 -1.22567 -3.46053 0.2 0.1 -0.1
C 3.53035 -0.98033 -2.14878 -0.4 0.4 0.2
C 3.31371 0.37579 -1.77415 -0.7 -0.2 0.4
C 3.65253 1.42088 -2.62270 0.0 -0.1 -0.5
C 4.07767 1.14610 -3.92206 0.3 -0.1 0.3
C 4.19806 -0.17820 -4.34204 0.0 0.0 -0.1
C 3.26837 2.83092 -2.19172 2.1 -1.3 1.7
C 3.20587 3.00252 -0.67865 -0.1 0.4 0.0
C 2.78596 1.89826 0.04702 -0.5 -0.4 0.3
C 2.43572 2.00849 1.41742 0.0 -0.5 -0.4
C 2.50053 3.26743 2.00639 0.1 0.3 -0.1
C 2.94815 4.37818 1.28445 0.0 0.0 0.1
C 3.29792 4.24931 -0.06067 0.1 -0.2 0.0
H 4.01611 -2.25956 -3.79487 0.1 0.2 0.0
H 4.30373 1.98119 -4.58491 0.0 -0.3 0.0
H 4.52622 -0.39990 -5.35495 -0.1 0.1 0.2
H 3.99313 3.54465 -2.60070 -0.4 0.0 -0.1
H 2.18730 3.37174 3.04716 0.2 0.1 -0.2
H 3.02291 5.34720 1.77693 -0.1 -0.2 -0.2
H 3.62350 5.10873 -0.65068 -0.1 -0.2 0.3
N 2.55284 0.67753 -0.62229 2.7 -0.2 0.6
Dy 0.59805 0.01249 -0.63618 -2.1 1.2 1.1
C 3.30843 -2.13030 -1.17396 -0.1 0.0 0.1
H 3.76965 -1.92126 -0.19318 -0.1 0.0 -0.4
H 3.75719 -3.05036 -1.58201 0.0 0.3 0.2
C 2.00186 0.77831 2.18691 0.2 0.4 1.2
H 2.56572 -0.10857 1.84178 -0.4 0.3 0.0
H 2.21669 0.90527 3.26174 0.3 0.1 -0.3
P 1.50905 -2.53323 -0.84285 1.4 -1.1 -0.4
P 0.13934 0.31741 2.13657 3.2 -0.9 -0.3
C -0.51148 1.56060 3.29932 -0.3 0.4 -0.2
H -1.44535 1.19513 3.74883 0.2 0.1 -0.2
H 0.21691 1.75584 4.10006 -0.2 -0.2 -0.3
H -0.71013 2.49990 2.76797 0.1 -0.2 0.2
C 0.26810 -1.14578 3.24195 -0.2 -0.3 0.0
H 1.07340 -1.00137 3.97630 -0.3 0.1 -0.1
H -0.68317 -1.30055 3.76389 0.2 -0.1 -0.1
H 0.49202 -2.04763 2.65847 -0.1 0.2 0.2
C 1.15630 -3.61588 -2.26363 -0.4 -0.1 -0.2
H 1.60585 -4.60479 -2.09699 -0.1 0.3 -0.1
H 0.06856 -3.71424 -2.36688 0.3 -0.1 -0.1
H 1.55149 -3.17939 -3.18960 -0.1 0.0 0.2
C 1.60399 -3.73490 0.52583 -0.2 -0.1 0.3
H 0.63627 -3.76215 1.04917 0.3 -0.1 -0.1
H 1.82448 -4.73645 0.12797 0.0 0.3 0.2
H 2.38858 -3.44201 1.23848 -0.3 -0.1 -0.2
C 1.92636 3.07267 -2.70184 -0.7 0.0 0.0
O 0.89986 2.46929 -2.41694 0.9 0.8 -0.5
H 2.14422 3.91209 -3.35760 -2.1 0.6 -1.0
C -1.25445 -1.34740 -3.56074 0.4 -0.1 -0.2
C -0.94428 -0.03262 -3.18859 -0.9 0.3 -0.2
C -1.44948 0.47550 -1.97544 -0.1 -1.1 -0.4
C -1.98071 -0.44414 -1.00845 -1.3 0.8 -0.1
C -2.38240 -1.71245 -1.44770 0.7 -0.4 -0.6
C -2.01739 -2.15765 -2.71758 -0.2 0.1 0.1
Si -2.10423 0.06005 0.80492 -1.8 0.7 -1.0
C -3.49610 1.31668 0.74880 -0.3 0.3 -0.1
C -3.55120 2.45592 1.56695 -0.4 0.1 -0.3
C -4.61583 3.35958 1.45206 0.0 -0.1 0.0
C -5.64097 3.13886 0.52582 0.3 -0.2 0.1
C -5.60101 1.99997 -0.28373 0.2 -0.1 0.1
C -4.53859 1.09455 -0.17032 -0.3 0.5 0.1
C -2.70311 -1.37214 1.84013 -0.1 -0.4 -0.2
C -3.51689 -1.09725 2.95163 0.2 -0.3 0.3
C -3.73094 -2.07305 3.93304 0.0 0.1 -0.3
C -3.19743 -3.35376 3.77463 0.1 0.0 0.0
C -2.46661 -3.66540 2.62396 -0.1 0.1 -0.1
C -2.23787 -2.68688 1.65117 0.0 -0.1 0.7
H -0.93328 -1.73282 -4.53196 0.0 0.2 0.3
H -0.40854 0.62698 -3.87719 -0.3 -0.2 0.2
H -1.42340 1.55279 -1.76574 0.4 -0.3 0.1
H -2.99400 -2.34889 -0.81099 0.2 0.1 -0.1
H -2.33791 -3.14517 -3.04754 0.1 0.2 0.0
H -2.75715 2.63971 2.29224 -0.3 0.0 -0.2
H -4.64166 4.24182 2.09108 0.0 -0.2 -0.2
H -6.46907 3.84553 0.43783 0.3 -0.2 0.0
H -6.39876 1.80748 -1.00290 0.2 0.1 0.2
H -4.52489 0.21094 -0.81303 0.0 0.3 0.2
H -3.97657 -0.11086 3.05744 0.2 -0.2 0.0
H -4.32076 -1.82326 4.81360 0.1 -0.1 -0.2
H -3.36419 -4.11603 4.53983 0.1 0.3 -0.3
H -2.07382 -4.67227 2.47558 -0.2 0.2 0.1
H -1.68116 -2.94975 0.74794 0.0 0.1 0.4
```
Forces are in eV/Å.



Which value of calculated total energy does entry 2 give?
-20214.797 eV



Look up the calculated total energy of the third one.
-10404.422 eV



Please write out number 4 again, unchanged.
This record from the Open Molecules 2025 dataset describes a single C4H10N2S2 molecule in a non-equilibrium geometry. The level of theory is the ωB97M-V functional and the def2-TZVPD basis.

Values from the calculation:
- calculated total energy (eV) = -28958.724
- SMILES = CN(C)N(C)C(=S)S
- gap between HOMO and LUMO (eV) = 8.88
- HOMO energy (eV) = -8.27
- relative energy (zero: lowest compared OMol25 entry of this formula, charge and spin) (eV) = 2.279

The geometry in XYZ format:
```
18
Properties=species:S:1:pos:R:3:forces:R:3
C -1.89552 0.10250 0.28779 0.9 -1.3 -0.9
C -0.16335 -1.71069 -0.08198 -3.8 -0.6 1.0
C 1.20022 0.51328 -1.19256 -0.5 0.3 -0.7
C 1.22191 0.71923 1.24222 1.4 -0.8 -1.0
N -0.63125 -0.25950 -0.02295 1.8 -3.1 0.9
N 0.44081 0.61251 0.06043 -1.2 1.1 -2.8
S -3.05497 -1.05758 0.51544 -0.1 0.7 0.1
S -1.99691 1.82721 0.13481 -1.6 1.1 -0.5
H -0.24395 -2.16683 0.95262 0.2 0.5 -1.1
H -0.88679 -2.32314 -0.74024 1.2 1.1 1.0
H 0.81467 -1.77923 -0.46739 1.0 0.1 -0.2
H 0.56538 0.68802 -2.07514 -0.3 -0.1 0.6
H 1.91742 1.30014 -1.28790 0.7 0.5 0.4
H 1.69194 -0.44957 -1.41542 0.1 0.3 0.5
H 1.69864 1.70577 1.15238 0.4 -0.6 0.3
H 0.67482 0.69664 2.13910 -1.1 0.0 1.0
H 1.89846 -0.16225 1.23189 0.5 0.7 0.6
H -3.25151 1.74347 -0.43310 0.6 0.2 0.8
```
Forces are in eV/Å.